Entry A
Molecular formula: CHClO2S
Method: DFT, ωB97M-V/def2-TZVPD

Structure (XYZ):
```
6
Properties=species:S:1:pos:R:3
C -1.288 -0.430 0.231
S -2.407 -1.555 0.084
Cl -2.107 2.242 0.085
O -3.823 -1.181 -0.162
H 0.724 -0.313 -0.033
O -0.058 -0.397 0.519
```

For the HOMO energy (spin up / spin down), the calculation gives -0.3653 / -0.3653 hartree. The charge is 0.

Atomic partial charges in e from the Mulliken method, atoms 1 to 4: 0.411, 0.328, -0.396, -0.413


Entry B
Molecular formula: CHClO2S
Method: DFT, ωB97M-V/def2-TZVPD

Structure (XYZ):
```
6
Properties=species:S:1:pos:R:3
Cl 3.262 0.351 0.515
O 0.516 -2.704 -0.435
S 1.705 0.098 -0.882
H -0.200 0.190 0.243
C 0.237 -1.729 0.056
O 0.428 0.909 -0.348
```

For the HOMO energy, the calculation gives -0.3432 hartree. The charge is 0.

Atomic partial charges in e from the Mulliken method, atoms 1 to 4: -0.146, -0.117, 0.213, 0.466


Last place for stability: entry A


Entry A
Molecular formula: C33H40N3O
Method: DFT, ωB97M-V/def2-TZVPD

Structure (XYZ):
```
77
Properties=species:S:1:pos:R:3
C -1.478 -2.624 1.795
H 3.426 0.841 4.377
H 0.442 -3.483 3.555
C 3.801 1.537 1.849
C 2.598 1.614 2.560
H -2.087 4.722 5.231
H 3.123 -2.990 0.289
H -0.222 0.276 4.529
C 0.776 -1.411 1.685
C 0.156 -3.300 0.098
H 2.976 3.388 -0.890
C -6.285 -0.362 1.246
H 0.854 3.617 0.419
C -2.460 2.174 6.712
C 1.688 3.034 0.817
N 0.745 -0.754 3.016
C -0.295 -0.039 3.483
H -0.051 -2.501 -0.628
H 2.220 -1.705 -0.582
C 2.969 -1.276 2.617
H -1.265 3.016 8.283
H 0.651 2.540 2.655
H -5.123 5.851 2.365
C -1.719 3.329 7.336
H -2.703 0.405 4.448
H -5.007 -0.349 4.416
C -1.428 0.285 2.738
C 1.564 2.417 2.066
C 2.457 0.859 3.860
H -5.184 0.202 -0.534
C -5.331 3.883 3.238
C -3.607 3.235 4.851
C -3.584 5.452 3.839
H 4.889 2.093 0.078
H -1.686 -2.355 2.835
O 4.158 -1.549 2.748
C -4.816 2.987 4.160
C 0.011 -2.793 1.532
H -1.327 0.420 1.652
H 1.664 -3.971 2.341
H -2.391 4.172 7.542
C -3.903 0.213 2.644
C 2.073 -0.604 3.631
H 4.627 0.954 2.265
C 2.871 -1.919 0.271
H -0.914 3.677 6.676
N -3.051 2.185 5.574
H -3.440 0.772 8.036
H -2.360 0.013 6.854
C -3.007 4.505 4.688
C -3.986 0.413 1.240
H -7.200 -0.602 0.704
H -6.216 3.610 2.660
H -1.985 -3.581 1.596
C -6.239 -0.511 2.640
H 1.718 1.335 4.513
C -2.478 0.882 7.514
C -4.716 5.134 3.079
C -5.156 0.095 0.553
H -3.137 6.447 3.768
C -5.066 -0.230 3.330
H 0.078 -4.766 2.384
H 0.367 -0.717 0.925
C -2.668 0.399 3.358
H 1.143 -3.730 -0.100
H -1.678 0.885 8.260
H 2.110 -1.181 4.567
H -1.918 -1.873 1.126
H -0.577 -4.100 -0.079
C 0.594 -3.805 2.519
H 3.802 -1.348 0.162
N 2.214 -1.522 1.493
C 3.943 2.177 0.618
C 2.875 2.910 0.087
H -5.301 2.026 4.345
H -3.122 0.821 0.706
H -7.115 -0.856 3.191
```

For the HOMO energy, the calculation gives -0.4031 hartree. The charge is +1.

Atomic partial charges in e from the Mulliken method, atoms 1 to 4: -1.974, 0.620, 0.313, -0.221


Entry B
Molecular formula: C33H40N3O
Method: DFT, ωB97M-V/def2-TZVPD

Structure (XYZ):
```
77
Properties=species:S:1:pos:R:3
H 3.089 1.032 2.450
H -3.881 -2.635 -2.218
H -2.199 -2.250 -6.199
H 5.237 0.917 3.303
C 0.115 3.795 -0.362
C 3.366 2.898 0.490
H 1.413 -3.104 -0.171
C 0.457 -3.366 0.316
C 7.012 0.386 2.158
C -3.270 0.208 0.634
H -0.110 4.832 -0.082
H 0.140 4.418 2.258
C 5.638 0.536 2.359
C -6.029 0.823 1.013
H 2.689 -0.376 1.436
C 6.590 -0.470 -0.075
H 1.086 3.032 2.889
C -3.038 -2.694 -2.914
H -7.545 2.254 1.424
H 0.555 -3.113 1.379
C -7.461 1.175 1.253
H -1.599 -1.180 0.565
C -0.992 -4.953 -0.874
H -1.230 1.884 0.704
H -3.023 2.386 0.848
H 7.704 0.665 2.955
H -6.368 -1.285 0.714
H -2.539 -3.500 -0.478
H 3.617 5.376 0.812
C -1.779 -3.061 -2.426
H 2.015 5.759 0.129
C 0.375 3.355 2.115
C 0.160 -4.860 0.137
H -3.960 -1.827 0.378
H -4.178 -2.175 -4.671
H -0.829 3.260 -0.489
H -1.773 -5.647 -0.544
H 2.191 5.488 1.876
C 2.777 1.494 0.373
H -0.350 -1.832 -0.820
H -0.546 2.779 2.230
C 4.747 0.245 1.320
N -0.677 -2.619 -0.262
C -0.807 -2.736 -4.618
C -3.188 -2.413 -4.277
N 2.325 3.761 0.685
C -2.080 -2.452 -5.133
C -5.063 1.832 1.047
C -0.661 -3.046 -3.265
C 2.547 5.173 0.887
H 1.042 -5.402 -0.221
C 3.276 0.555 1.473
N 1.338 1.745 0.451
H -0.144 -5.287 1.101
C 0.998 3.157 0.722
C 0.468 0.717 0.376
C -5.617 -0.495 0.757
C 7.490 -0.106 0.935
C -0.900 0.866 0.535
H 0.913 -0.264 0.190
H 4.498 -0.569 -0.659
C -3.725 1.551 0.833
H -0.613 -5.306 -1.840
C -4.274 -0.798 0.568
H 0.326 -3.278 -2.851
C 5.215 -0.304 0.122
H -7.868 0.658 2.130
H 0.076 -2.738 -5.259
H 0.650 3.786 -1.321
H 6.950 -0.874 -1.023
C -1.875 -0.125 0.535
O 4.550 3.214 0.407
H -8.090 0.914 0.394
H 8.565 -0.208 0.772
H 3.033 1.088 -0.624
C -1.576 -3.524 -1.005
H -5.377 2.858 1.245
```

For the HOMO energy, the calculation gives -0.4086 hartree. The charge is +1.

Atomic partial charges in e from the Mulliken method, atoms 1 to 4: 0.320, 0.302, 0.383, 0.329


Last place for stability: entry A